A 12-piece molecular cluster, C28H68N12O12 overall, computed with wB97M-V/def2-TZVPD.

Net charge   0
SMILES   CN(C)C=O.CN(C)C=O.CN(C)C=O.CN(C)C=O.CC(N)=O.CC(N)=O.CC(N)=O.CC(N)=O.CC(N)=O.CC(N)=O.CC(N)=O.CC(N)=O
Frontier orbital gap   8.44 eV
Total energy   -72592.4962 eV

Geometry as XYZ:
```
120
Properties=species:S:1:pos:R:3:mulliken_charge:R:1
C -0.163 -5.420 -0.758 0.018
O 0.991 -5.910 -0.725 -0.596
N -0.607 -4.268 -0.211 0.456
C -1.918 -3.765 -0.392 -0.706
C 0.247 -3.381 0.601 -1.330
H -1.011 -6.001 -1.152 0.311
H -1.958 -3.086 -1.244 0.148
H -2.148 -3.091 0.434 0.030
H -2.691 -4.494 -0.633 0.444
H -0.032 -3.052 1.602 0.210
H 1.251 -3.790 0.719 0.539
H 0.551 -2.498 0.038 0.406
C 0.317 5.272 1.163 -0.029
O 1.319 4.719 0.808 -0.613
N -0.481 4.844 2.163 0.266
C -1.536 5.597 2.798 -0.760
C -0.293 3.515 2.701 -0.594
H -0.018 6.258 0.805 0.286
H -1.285 5.571 3.858 0.300
H -2.517 5.179 2.572 0.194
H -1.671 6.584 2.356 0.318
H 0.193 3.638 3.669 0.464
H -1.141 2.858 2.894 0.258
H 0.423 2.975 2.081 -0.268
C -1.343 -2.372 -3.844 -0.403
O -0.816 -1.480 -3.142 -0.286
N -0.713 -3.457 -4.241 0.418
C -1.345 -4.421 -4.939 -1.088
C 0.703 -3.493 -4.055 -1.176
H -2.369 -2.358 -4.242 0.363
H -0.958 -5.440 -4.964 0.327
H -1.375 -4.184 -6.003 0.406
H -2.368 -4.645 -4.636 0.382
H 1.014 -3.050 -3.109 0.140
H 0.977 -4.530 -3.858 0.432
H 1.264 -3.226 -4.951 0.457
C 1.238 0.305 2.006 -0.235
O 1.114 0.439 3.268 -0.893
N 0.240 0.462 1.083 1.557
C 0.584 0.625 -0.361 0.214
C -1.162 0.492 1.459 0.085
H 2.252 0.347 1.579 0.274
H 1.662 0.769 -0.438 -0.426
H 0.135 1.589 -0.601 -0.390
H 0.117 -0.229 -0.851 0.129
H -1.657 1.354 1.010 -0.304
H -1.661 -0.402 1.084 0.219
H -1.320 0.610 2.531 -0.535
O -3.575 2.522 2.274 -0.562
C -4.286 2.593 1.310 0.452
N -5.313 1.745 1.159 -0.342
C -3.783 3.354 0.130 -0.376
H -5.367 1.116 1.947 0.269
H -5.540 1.367 0.250 0.143
H -4.345 4.287 0.073 0.517
H -4.106 2.831 -0.770 0.211
H -2.710 3.502 0.007 -0.314
O -6.258 0.742 -1.258 -0.782
C -5.219 0.325 -1.821 0.642
N -5.216 0.258 -3.112 -0.297
C -4.047 -0.268 -1.011 -0.119
H -6.055 0.704 -3.457 0.270
H -4.584 -0.318 -3.649 0.173
H -3.300 0.435 -0.644 -0.121
H -3.393 -0.970 -1.530 -0.138
H -4.490 -0.949 -0.285 0.403
O -3.114 -1.357 5.952 -0.691
C -2.215 -1.109 5.175 0.234
N -1.680 0.144 5.293 -0.192
C -1.807 -2.002 4.041 -0.104
H -2.021 0.663 6.090 0.221
H -0.889 0.469 4.756 0.173
H -2.535 -2.275 3.277 0.255
H -1.550 -2.918 4.572 0.402
H -0.857 -1.646 3.643 -0.187
O 3.484 -2.500 6.334 -0.711
C 2.857 -1.945 5.414 0.244
N 1.968 -0.980 5.600 -0.127
C 2.892 -2.500 4.009 -0.103
H 1.674 -0.332 4.883 0.379
H 1.721 -0.743 6.550 0.197
H 3.241 -3.531 4.069 0.435
H 3.652 -1.920 3.486 0.156
H 1.940 -2.410 3.486 -0.259
O -2.341 2.269 -4.495 -0.695
C -1.497 2.941 -3.875 0.230
N -0.742 3.735 -4.476 -0.312
C -1.259 2.716 -2.384 -0.278
H -0.719 3.699 -5.485 0.283
H 0.065 4.092 -3.985 0.240
H -0.182 2.763 -2.218 0.334
H -1.626 1.706 -2.198 -0.076
H -1.759 3.507 -1.825 0.307
O 4.066 1.642 -0.109 -0.550
C 4.530 2.345 0.809 0.878
N 3.759 3.228 1.394 -0.124
C 5.993 2.323 1.240 -1.507
H 2.830 3.394 1.035 0.180
H 4.143 3.882 2.062 0.185
H 6.146 2.240 2.316 0.382
H 6.391 3.293 0.943 0.382
H 6.491 1.471 0.775 0.337
O 3.397 -1.863 1.051 -0.468
C 3.830 -1.963 -0.122 0.394
N 4.741 -1.112 -0.542 -0.183
C 3.328 -2.893 -1.179 -0.197
H 4.745 -0.271 0.018 0.218
H 4.920 -1.021 -1.532 0.189
H 2.541 -3.559 -0.825 -0.055
H 4.023 -3.694 -1.430 0.521
H 2.858 -2.438 -2.051 -0.287
O 4.682 -0.221 -3.446 -0.765
C 3.473 -0.311 -3.749 0.643
N 2.959 -1.434 -4.273 -0.310
C 2.512 0.887 -3.623 -0.765
H 2.021 -1.529 -4.634 0.222
H 3.713 -2.032 -4.580 0.214
H 2.350 1.242 -2.606 -0.183
H 1.541 0.809 -4.113 0.408
H 2.875 1.814 -4.067 0.435
```